(1)
74
Properties=species:S:1:pos:R:3:forces:R:3:lowdin_charge:R:1 method="wB97M-V/def2-TZVPD" s2=0.7625 multiplicity=2 de_lowest_kcal_mol=0.4
Cu 2.043 -0.709 -2.825 -0.47 0.03 -0.01 0.4175
O 6.970 -0.313 2.950 0.03 -0.13 -0.16 0.0868
N 6.147 -1.083 2.499 -0.06 0.15 0.42 -0.3328
O 5.849 -2.143 3.016 0.03 -0.03 -0.09 0.0811
C 5.405 -0.662 1.296 0.15 -0.04 0.08 -0.0690
C 5.416 0.662 1.052 -0.05 0.08 -0.05 0.0765
C 4.692 1.201 -0.051 -0.08 0.06 -0.09 -0.1246
C 4.632 2.580 -0.321 -0.03 0.02 -0.05 0.0152
C 3.893 3.013 -1.390 0.04 0.04 0.04 -0.0201
C 3.238 2.067 -2.189 0.00 0.04 -0.02 -0.0760
N 3.293 0.772 -1.957 -0.21 -0.08 -0.13 0.0891
C 3.989 0.336 -0.892 0.08 0.12 0.07 -0.1394
C 3.969 -1.080 -0.607 0.07 -0.11 0.09 -0.1422
N 3.214 -1.834 -1.423 -0.18 -0.12 -0.16 0.0907
C 3.128 -3.126 -1.201 0.04 -0.04 0.00 -0.0776
C 3.835 -3.754 -0.173 0.05 -0.01 0.06 -0.0193
C 4.620 -3.005 0.666 -0.03 -0.06 -0.04 0.0139
C 4.683 -1.609 0.484 -0.06 0.02 -0.20 -0.0739
H 5.966 1.322 1.705 0.02 -0.02 0.03 0.1351
H 5.158 3.277 0.319 -0.01 -0.01 -0.01 0.1261
H 3.804 4.063 -1.631 0.02 -0.01 0.02 0.1136
H 2.648 2.378 -3.042 -0.01 -0.02 0.02 0.1270
H 2.487 -3.694 -1.865 -0.01 0.03 0.00 0.1274
H 3.753 -4.824 -0.043 0.01 0.01 0.01 0.1150
H 5.165 -3.473 1.467 -0.02 -0.01 -0.01 0.1085
C -5.070 2.929 4.337 -0.04 0.01 0.03 -0.0544
C -4.099 2.560 3.249 0.00 0.00 0.00 -0.2728
C -4.531 2.289 1.960 0.00 -0.02 0.00 -0.0246
C -3.646 1.936 0.942 0.09 0.04 0.11 -0.3159
C -4.225 1.689 -0.428 -0.03 0.02 -0.06 -0.1026
C -2.270 1.851 1.223 -0.27 -0.02 0.17 -0.4020
Te -0.954 1.290 -0.376 -0.03 0.31 0.16 1.4650
N 0.042 0.010 -2.351 0.36 -0.24 -0.56 -0.0329
C -0.351 -0.633 -3.400 0.01 0.06 0.05 -0.6192
O 0.550 -1.236 -4.119 0.39 0.05 0.32 -0.1163
C -1.781 -0.760 -3.815 0.04 -0.07 -0.02 -0.1630
C -2.709 0.255 -3.609 0.03 0.02 0.06 -0.0614
C -4.030 0.083 -3.997 -0.03 0.00 -0.01 -0.0861
C -4.434 -1.108 -4.586 -0.01 0.02 0.02 -0.0931
C -3.510 -2.121 -4.800 0.02 -0.01 0.00 -0.0825
C -2.186 -1.945 -4.424 -0.03 -0.01 -0.03 -0.0259
C -0.243 -0.450 0.589 -0.04 -0.14 0.08 -0.4454
C 1.034 -0.445 1.141 -0.01 0.09 -0.02 -0.1638
C 1.540 -1.560 1.795 0.04 -0.01 0.04 -0.1012
C 0.766 -2.706 1.885 -0.01 -0.01 -0.01 -0.0848
C -0.502 -2.723 1.321 0.02 0.02 -0.03 -0.0475
C -1.029 -1.608 0.671 0.03 0.00 0.01 -0.2908
C -2.414 -1.678 0.091 -0.03 0.04 0.01 -0.0574
C -1.819 2.147 2.521 0.03 -0.04 -0.10 -0.2967
C -0.362 2.097 2.894 0.00 0.00 0.02 -0.0806
C -2.737 2.490 3.507 0.02 0.02 0.01 -0.0249
H -6.098 2.892 3.976 0.01 0.00 0.00 0.0712
H -4.883 3.938 4.709 0.01 -0.01 -0.01 0.0798
H -4.988 2.248 5.187 0.01 0.01 -0.02 0.0793
H -5.592 2.349 1.736 0.03 0.00 0.00 0.1107
H -5.315 1.660 -0.379 0.03 0.02 0.00 0.0757
H -3.876 0.755 -0.865 0.02 -0.05 0.01 0.0316
H -3.946 2.482 -1.128 0.01 -0.01 0.02 0.0794
H -2.392 1.178 -3.140 0.01 -0.01 -0.01 0.0752
H -4.745 0.881 -3.839 0.02 -0.02 0.00 0.1018
H -5.467 -1.244 -4.883 0.01 0.01 0.00 0.0988
H -3.821 -3.049 -5.263 0.01 0.02 0.01 0.0999
H -1.449 -2.717 -4.600 0.00 0.02 0.01 0.1141
H 1.632 0.460 1.079 -0.03 -0.03 0.01 0.0860
H 2.524 -1.527 2.250 -0.05 0.00 -0.01 0.0978
H 1.143 -3.584 2.398 -0.01 0.03 -0.01 0.1027
H -1.105 -3.622 1.389 0.01 0.02 0.00 0.1079
H -2.800 -2.696 0.124 0.01 0.01 0.02 0.0786
H -2.422 -1.334 -0.945 0.02 -0.01 -0.03 0.0544
H -3.098 -1.034 0.651 0.01 0.00 -0.01 0.0795
H 0.266 2.417 2.061 0.02 0.01 0.01 0.0370
H -0.059 1.081 3.155 0.00 0.00 -0.01 0.0777
H -0.161 2.738 3.754 -0.02 -0.02 -0.01 0.0757
H -2.372 2.713 4.507 -0.02 -0.01 -0.03 0.1178

(2)
75
Properties=species:S:1:pos:R:3:forces:R:3:lowdin_charge:R:1 method="wB97M-V/def2-TZVPD" s2=0.7509 multiplicity=2 total_charge=-1
Yb 2.356 -1.740 -0.010 -0.18 -0.26 0.27 0.8834
C 5.590 -2.128 0.911 2.85 -2.05 -1.34 -0.1018
C 5.590 -2.419 -0.573 -1.57 0.83 1.78 -0.2967
C 6.702 -2.887 -1.245 1.82 -1.43 -0.56 -0.0207
C 6.616 -3.159 -2.579 -0.68 1.23 -0.06 0.0056
C 5.489 -2.714 -3.329 0.61 -0.98 0.62 -0.1473
C 5.419 -2.915 -4.737 -1.21 0.96 1.36 -0.0470
C 4.300 -2.472 -5.365 0.07 -0.40 -0.64 -0.0956
C 3.228 -1.925 -4.649 0.05 -0.78 -0.18 -0.1432
C 3.231 -1.803 -3.282 -0.14 0.86 0.31 -0.6187
S 1.821 -1.011 -2.541 0.38 -0.51 0.38 0.4983
C 4.422 -2.183 -2.567 -0.69 -0.07 -0.58 -0.2203
N 4.459 -2.102 -1.191 0.13 -0.05 -1.07 0.0181
H 6.661 -2.109 1.188 -0.54 0.70 0.26 0.0980
H 5.209 -2.888 1.563 -0.50 -0.84 -0.01 -0.0159
H 5.034 -1.273 1.075 -0.58 2.06 0.64 -0.0480
H 7.661 -3.168 -0.746 -1.17 0.43 -0.05 0.1334
H 7.445 -3.577 -3.100 0.54 -0.38 -0.34 0.1069
H 6.151 -3.462 -5.247 1.19 -0.47 -0.56 0.0905
H 4.201 -2.626 -6.439 -0.06 0.09 0.19 0.1050
H 2.318 -1.804 -5.209 -0.29 0.61 0.08 0.0920
S 4.804 -2.850 4.384 -0.12 0.22 -0.45 -0.2260
Sb 2.891 -2.216 3.327 -0.63 -0.34 -0.15 -0.1170
S 2.864 -0.204 1.922 0.21 -0.02 -0.12 -0.1282
S 2.346 -3.837 1.462 0.23 0.80 0.14 -0.1961
S 1.050 -1.846 4.577 -0.04 -0.16 0.25 -0.1802
C -2.701 2.179 1.201 -0.66 0.05 0.11 -0.5348
P -0.891 1.745 1.490 -0.32 0.27 0.29 1.0308
C -0.719 1.949 3.310 -0.80 -0.31 0.63 -0.4006
C 0.567 2.077 3.727 2.85 0.91 0.86 -0.1434
C 0.912 2.205 5.103 -0.80 0.12 -1.26 -0.0751
C -0.085 2.205 6.030 -0.72 0.13 1.89 -0.1081
C -1.438 2.084 5.684 0.54 -0.68 -1.36 -0.0860
C -1.701 1.907 4.345 -0.28 0.07 -1.45 -0.1121
C -0.983 -0.080 1.330 -0.09 0.33 -0.92 -0.3872
C -0.700 -0.609 0.046 -0.59 -0.78 2.38 -0.1707
C -0.808 -1.999 -0.104 0.56 1.49 -2.52 -0.1819
C -1.153 -2.855 0.897 -0.08 -0.25 1.59 -0.1193
C -1.439 -2.318 2.137 0.31 0.13 1.14 -0.0998
C -1.356 -0.941 2.343 0.47 -0.19 1.63 -0.1238
P -2.948 3.299 -0.295 1.96 -0.33 0.13 0.9923
C -2.333 2.140 -1.638 -1.52 -1.88 1.47 -0.3948
C -1.234 2.359 -2.432 -0.11 0.63 -0.58 -0.1157
C -0.858 1.431 -3.395 -0.50 -1.26 -0.50 -0.0998
C -1.483 0.188 -3.464 -0.59 0.34 2.18 -0.0994
C -2.518 -0.132 -2.547 0.44 0.68 -0.63 -0.0954
C -2.973 0.845 -1.681 -0.10 0.76 -0.48 -0.1163
C -4.702 3.192 -0.555 -0.03 -0.26 -2.89 -0.4427
C -5.188 3.186 -1.918 0.83 0.38 -0.05 -0.0922
C -6.521 3.221 -2.228 -1.01 -0.28 2.93 -0.0751
C -7.442 3.253 -1.132 1.36 0.54 -0.75 -0.0876
C -6.958 3.250 0.153 -0.84 -0.26 0.02 -0.0986
C -5.599 3.182 0.446 -1.43 -0.53 0.72 -0.1220
H -3.142 2.662 2.100 0.48 0.00 -0.52 0.0301
H -3.299 1.268 1.062 0.20 0.07 -0.03 0.0448
H 1.438 2.182 3.039 -1.02 -0.35 0.24 0.0738
H 1.920 2.391 5.417 0.37 -0.23 -0.09 0.1013
H 0.145 2.291 7.098 0.13 0.05 -0.38 0.1033
H -2.286 1.980 6.343 0.31 0.23 0.49 0.0971
H -2.713 1.722 4.022 -0.36 0.03 0.09 0.0856
H -0.431 0.055 -0.741 0.20 0.24 -0.72 0.0577
H -0.657 -2.299 -1.138 0.18 -0.63 0.13 0.0841
H -1.028 -3.915 0.848 -0.22 -0.50 -0.52 0.0965
H -1.540 -2.929 3.058 -0.08 0.21 -0.97 0.1085
H -1.341 -0.617 3.424 -0.39 -0.08 -1.44 0.0892
H -0.717 3.302 -2.371 0.13 0.22 0.06 0.0983
H -0.118 1.577 -4.164 0.52 0.51 0.32 0.0980
H -1.033 -0.609 -3.989 0.23 -0.52 -1.07 0.0721
H -2.964 -1.123 -2.529 0.09 0.13 -0.07 0.1058
H -3.884 0.605 -1.099 0.78 0.42 -0.07 0.1176
H -4.477 3.166 -2.752 -0.09 -0.06 0.49 0.1055
H -6.987 3.118 -3.164 0.20 0.12 -1.42 0.0828
H -8.485 3.367 -1.338 -0.51 -0.21 0.03 0.0871
H -7.672 3.215 0.960 -0.08 0.09 0.25 0.0968
H -5.339 2.948 1.460 0.39 0.42 0.44 0.0949

(3)
77
Properties=species:S:1:pos:R:3:forces:R:3:lowdin_charge:R:1 method="wB97M-V/def2-TZVPD" total_charge=+2 de_lowest_kcal_mol=0.0
Al 0.972 -1.857 -0.182 -0.68 0.01 0.33 -0.3174
Cl 3.488 -1.957 -0.592 0.41 0.07 -0.21 0.8090
C 4.171 -0.341 -0.385 -0.15 0.00 0.05 -0.5640
C 5.546 -0.240 -0.344 0.02 -0.13 -0.02 -0.0723
C 6.102 1.023 -0.199 0.07 0.09 0.00 -0.0310
C 5.288 2.143 -0.094 0.01 0.02 0.02 -0.0332
C 3.908 2.011 -0.131 0.04 0.10 -0.01 -0.0514
C 3.322 0.758 -0.285 -0.04 -0.27 0.06 -0.3727
P 1.524 0.559 -0.369 0.31 -0.11 -0.25 1.0676
C 1.044 0.901 -2.072 -0.25 0.00 0.04 -0.3902
C -0.321 0.877 -2.389 0.04 -0.03 -0.08 -0.1435
C -0.729 1.053 -3.703 0.05 0.00 0.15 -0.0516
C 0.225 1.234 -4.701 -0.06 0.02 -0.04 -0.0416
C 1.575 1.254 -4.388 0.07 0.01 -0.03 -0.0453
C 1.989 1.090 -3.071 0.09 0.00 -0.06 -0.0641
C 0.844 1.860 0.682 0.04 -0.12 0.20 -0.3606
C 1.189 1.860 2.038 0.10 0.14 -0.01 -0.1191
C 0.691 2.837 2.884 0.01 -0.06 -0.06 -0.0513
C -0.167 3.811 2.382 -0.05 0.03 0.01 -0.0449
C -0.506 3.816 1.036 -0.02 0.02 0.01 -0.0462
C 0.003 2.844 0.179 -0.15 0.06 0.00 -0.0562
H 6.172 -1.121 -0.429 -0.08 0.08 0.01 0.1231
H 7.179 1.125 -0.169 -0.06 0.01 0.00 0.1261
H 5.733 3.124 0.020 -0.03 -0.03 -0.01 0.1232
H 3.275 2.888 -0.047 0.04 -0.03 0.00 0.1249
H -1.068 0.735 -1.609 0.04 -0.01 -0.11 0.0877
H -1.785 1.059 -3.942 0.03 0.00 0.03 0.1079
H -0.091 1.368 -5.730 0.03 -0.02 0.10 0.1200
H 2.313 1.403 -5.168 -0.07 -0.02 0.08 0.1195
H 3.046 1.109 -2.833 -0.04 0.00 -0.03 0.1106
H 1.879 1.114 2.425 -0.05 0.04 -0.01 0.0901
H 0.975 2.847 3.930 -0.01 -0.01 -0.06 0.1177
H -0.563 4.576 3.044 0.06 -0.09 -0.09 0.1194
H -1.164 4.583 0.643 0.03 -0.06 0.02 0.1074
H -0.263 2.861 -0.872 0.04 0.05 0.10 0.1042
C 0.953 -7.255 0.115 0.08 0.14 0.06 -0.0114
C 1.373 -5.969 0.790 -0.16 -0.33 -0.18 -0.2073
C 2.169 -5.952 1.925 0.19 -0.18 0.19 0.0373
C 2.544 -4.756 2.516 0.06 -0.19 0.19 -0.0584
C 2.113 -3.588 1.944 -0.29 0.18 -0.38 -0.6871
Br 2.608 -1.940 2.717 -0.19 0.02 -0.12 0.9060
N 1.355 -3.560 0.830 0.44 0.09 0.13 -0.0512
C 0.997 -4.744 0.278 -0.14 0.31 0.02 -0.0612
H 0.766 -8.041 0.850 0.01 0.10 -0.03 0.0952
H 1.742 -7.612 -0.552 -0.05 0.06 0.07 0.1025
H 0.050 -7.119 -0.481 0.07 0.02 0.06 0.0899
H 2.511 -6.886 2.357 -0.03 0.04 0.01 0.1431
H 3.157 -4.730 3.406 -0.03 -0.03 -0.04 0.1234
H 0.394 -4.684 -0.620 0.06 0.04 0.05 0.0747
Br 0.604 -2.593 -2.304 0.07 0.09 -0.08 0.5424
C -2.519 -2.351 -0.956 -0.07 0.17 0.18 -0.0076
C -2.016 -1.548 0.199 0.04 0.13 0.14 -0.2792
N -0.769 -1.479 0.691 -0.01 0.14 -0.03 0.0356
C -0.822 -0.634 1.810 0.25 -0.42 -0.19 -0.1081
C -2.077 -0.201 1.981 -0.32 0.09 -0.14 0.0012
N -2.816 -0.776 0.960 -0.31 0.09 -0.02 0.0211
C -4.182 -0.353 0.620 0.30 0.16 0.04 -0.0368
N -4.164 0.869 -0.126 -0.11 -0.74 -0.04 -0.0537
N -3.850 0.809 -1.452 0.07 0.90 0.27 0.0737
N -3.720 2.008 -1.886 -0.03 -0.24 0.22 0.0973
C -3.942 2.891 -0.834 0.15 0.01 -0.61 -0.2223
C -3.910 4.288 -0.806 -0.01 0.23 -0.07 -0.0038
C -4.158 4.897 0.404 0.01 0.00 -0.07 -0.0724
C -4.435 4.138 1.565 -0.02 -0.02 0.03 -0.0623
C -4.474 2.761 1.544 -0.04 0.03 0.13 -0.0118
C -4.223 2.161 0.306 0.10 -0.14 0.24 -0.1789
H -2.706 -1.715 -1.824 0.03 0.02 0.03 0.0909
H -3.458 -2.840 -0.690 0.05 0.04 0.02 0.0995
H -1.805 -3.114 -1.234 0.04 -0.05 0.01 0.0183
H 0.040 -0.417 2.409 0.10 -0.07 0.00 0.0688
H -2.511 0.469 2.711 0.07 -0.16 -0.17 0.1405
H -4.729 -0.203 1.539 -0.14 0.00 0.21 0.1464
H -4.664 -1.124 0.039 -0.08 -0.17 -0.15 0.1359
H -3.711 4.857 -1.709 -0.03 -0.07 0.13 0.1252
H -4.160 5.979 0.471 0.00 -0.10 0.00 0.1148
H -4.637 4.657 2.497 0.02 -0.05 -0.12 0.1159
H -4.711 2.195 2.440 0.03 0.06 -0.14 0.1121

Number 1: E_tot -100814.756 eV. Number 2: E_tot -149099.018 eV. Number 3: E_tot -214223.876 eV.